Entry 1:
A structure of composition C26H40N4O2 at a distorted geometry, computed with wB97M-V/def2-TZVPD.

Each line ends with the natural charge from an NBO analysis.
Positions of all 72 atoms, in Å:
C: -0.4342 -0.1560 -7.2587  -0.21
H: -0.6075 0.1382 -8.4082  0.19
O: -1.1715 0.6477 -6.6280  -0.49
C: -1.1591 0.6561 -5.1481  0.25
C: -0.2685 0.0159 -4.3995  -0.28
C: -0.4029 -0.1733 -2.9263  -0.21
C: -1.3854 0.6076 -2.1680  0.06
C: -1.9413 1.4689 -3.0116  -0.27
C: -1.9391 1.4573 -4.3549  -0.21
H: -2.7329 2.1064 -4.9888  0.22
H: -2.6567 1.8715 -2.4596  0.20
C: -1.0428 0.5953 -0.7168  -0.44
H: -2.2283 0.7779 -0.4254  0.24
H: -0.6303 -0.3193 -0.4305  0.24
C: -0.4481 1.9989 -0.2578  -0.07
N: -0.7507 1.9420 1.2847  -0.43
C: 0.4150 1.7902 1.7350  0.60
N: 0.8934 1.5974 2.9978  -0.59
C: 2.4932 1.2493 2.7139  -0.29
H: 2.5141 0.1700 3.2317  0.21
H: 3.0490 2.0325 3.5098  0.24
C: 2.7261 1.2698 1.4531  -0.06
N: 1.4791 1.2630 0.7328  -0.48
C: 0.8700 1.7861 -0.4325  -0.18
H: 1.6302 2.9412 -0.7418  0.10
H: 1.2603 1.2906 -1.4407  0.25
C: 3.4349 2.8982 1.0712  -0.60
H: 4.5856 2.6265 1.5264  0.20
H: 2.8462 3.5576 1.4838  0.19
H: 3.6546 2.8437 -0.0296  0.21
H: 3.4807 0.5283 0.9539  0.22
C: -1.7537 2.4895 1.8830  -0.19
H: -1.7914 3.4209 2.1005  0.18
C: -2.2331 1.6995 3.1769  -0.04
N: -1.6735 0.2971 3.1038  -0.70
C: -2.0757 -0.8522 2.1387  0.72
O: -3.0495 -0.3979 1.5585  -0.61
C: -1.5691 -2.1262 2.1058  -0.52
H: -1.7061 -2.6909 2.8671  0.25
H: -1.6326 -2.5626 1.2223  0.24
C: -0.0284 -1.8327 2.1299  -0.42
H: 0.3102 -1.9264 3.3826  0.21
H: 0.4501 -0.8902 1.7769  0.25
C: 0.8260 -2.8998 1.6372  -0.14
C: 1.0441 -2.9339 0.1233  -0.45
C: 1.6339 -4.0270 -0.7128  -0.28
C: 3.0096 -4.0701 -0.1054  -0.41
C: 2.9876 -4.1067 1.3747  -0.41
C: 2.4878 -3.0554 2.0238  -0.40
H: 2.3793 -3.2048 3.2896  0.21
H: 2.9183 -2.1164 1.7659  0.21
H: 4.2095 -4.2248 1.8132  0.19
H: 2.7311 -5.1329 1.5908  0.23
H: 3.5107 -3.2234 -0.4079  0.19
H: 3.4883 -5.0056 -0.5542  0.21
H: 1.0444 -5.2187 -0.3363  0.13
H: 1.7159 -3.9305 -1.6326  0.18
H: -0.1128 -2.9340 -0.2708  0.17
H: 1.4579 -2.0758 -0.2973  0.20
H: 0.1437 -4.0698 1.7522  0.17
H: -0.6657 0.2834 3.3283  0.40
C: -1.7543 2.2165 4.3615  -0.65
H: -1.8627 1.6883 5.2144  0.23
H: -2.1939 3.1955 4.6815  0.21
H: -0.6788 2.4292 4.3234  0.25
H: -3.3539 1.5275 3.1595  0.22
H: -2.7605 2.3263 1.1548  0.20
H: -1.0830 2.6190 -0.7699  0.24
H: 0.2671 -0.8560 -2.3101  0.21
H: 0.0879 -1.1454 -4.9100  0.21
H: -0.5760 -1.3425 -7.1009  0.15
H: 0.5967 0.0804 -7.0682  0.16

Forces on the atoms, in the same order (eV/Å):
3.49 -4.93 -5.56
0.40 -1.21 2.22
-5.68 4.59 7.33
0.24 1.25 -2.35
2.21 -8.66 2.34
-0.33 0.87 -0.87
8.79 -4.40 -2.22
-1.12 -0.19 -0.14
-3.69 3.01 -4.74
1.79 -1.25 1.88
-3.70 3.57 1.31
-7.65 3.80 -0.74
2.70 -1.21 0.85
0.74 -1.07 0.93
-6.39 -5.12 2.48
4.03 -0.21 -7.06
8.97 -4.64 5.91
1.40 1.23 -3.71
-4.32 -1.00 15.36
0.37 2.16 -1.01
-1.05 -2.28 -2.45
4.49 3.99 -13.64
-5.85 0.18 2.49
12.62 3.61 -5.17
-2.36 -2.28 0.91
-1.56 0.45 2.05
6.57 -8.80 -1.79
-3.33 1.60 -0.73
-2.66 3.84 2.05
-0.72 0.83 1.07
-1.38 1.17 1.14
-9.97 -4.69 0.26
0.59 6.64 1.30
-2.03 -4.61 -4.81
1.93 -3.69 -0.42
-4.97 10.33 2.73
-0.50 -1.99 -1.70
6.25 3.15 -1.72
-1.48 -3.70 4.94
-1.59 -2.07 -3.97
2.76 -0.13 5.23
-1.06 0.97 -3.21
-1.21 -0.14 0.15
2.35 -6.15 -2.44
-7.33 -0.15 -2.50
-1.17 -4.89 12.15
0.49 -3.63 -1.54
7.68 -6.79 -1.33
-7.81 4.19 8.00
1.01 0.59 -3.42
0.43 0.89 0.07
-2.88 0.45 -1.51
-1.12 -0.08 0.87
1.47 1.97 -1.07
0.10 1.32 0.84
1.61 3.57 -1.51
-0.18 1.06 -8.55
2.14 0.63 0.42
0.79 2.21 -0.17
2.42 3.12 0.34
-0.81 0.18 0.22
2.35 5.56 2.82
-0.70 -2.47 2.48
0.00 -0.40 -0.75
-0.13 -0.09 -0.17
1.21 0.58 -0.14
2.59 0.47 1.51
-0.61 2.42 -1.02
-0.75 0.66 -1.45
-0.05 3.85 1.27
0.01 2.40 -0.33
1.13 -0.43 -0.03



Entry 2:
A cluster of 2 separate species, C4H8O2 in total, computed with wB97M-V/def2-TZVPD.

Output
SMILES ... CCC=O.C=O

Each line ends with the natural charge from an NBO analysis.
Positions of all 14 atoms, in Å:
C: 1.0198 1.4441 -0.1714  -0.60
C: 0.5408 0.4016 0.8278  -0.51
C: -0.9352 0.3219 0.9427  0.47
O: -1.6062 -0.6719 0.7906  -0.55
H: 2.0874 1.5986 -0.0335  0.22
H: 0.8611 1.1013 -1.1923  0.23
H: 0.5029 2.3993 -0.0441  0.20
H: 1.0003 -0.5799 0.6753  0.24
H: 0.7359 0.7289 1.8505  0.22
H: -1.4140 1.2791 1.2504  0.10
C: -0.7049 -2.0017 -1.2114  0.30
O: 0.2617 -1.3985 -1.6043  -0.55
H: -0.6300 -2.8406 -0.4993  0.11
H: -1.7194 -1.7820 -1.5810  0.11

Forces on the atoms, in the same order (eV/Å):
0.07 0.02 -0.04
-0.03 -0.11 0.35
-0.52 -0.34 -0.33
-0.06 0.25 0.13
0.04 0.15 -0.05
-0.04 -0.04 0.02
0.08 -0.05 0.05
-0.21 0.23 -0.04
0.69 0.13 0.20
-0.04 -0.10 -0.12
0.17 -0.10 -0.28
-0.20 -0.16 0.06
0.06 0.07 0.01
0.01 0.05 0.03



Entry 3:
An isolated molecule of C23H25N3O6S, computed with wB97M-V/def2-TZVPD.

Output
SMILES ... COc1ccc(S(=O)(=O)NCC(=O)N(CC(=O)NCc2ccco2)Cc2ccccc2)cc1

Each line ends with the natural charge from an NBO analysis.
Positions of all 58 atoms, in Å:
C: -0.4047 0.2802 5.0371  -0.25
O: -1.4800 1.0265 4.5132  -0.49
C: -1.9467 0.7180 3.2804  0.32
C: -3.0022 1.5116 2.8136  -0.24
C: -3.5287 1.3035 1.5586  -0.15
C: -3.0132 0.2918 0.7675  -0.38
S: -3.5721 0.1247 -0.9154  2.31
O: -4.9829 0.3431 -0.9935  -0.92
O: -3.0274 -1.0883 -1.4711  -0.97
N: -2.8422 1.3825 -1.7593  -0.83
C: -1.4162 1.2202 -1.8937  -0.34
C: -0.6899 1.7148 -0.6402  0.68
O: -1.2196 2.5538 0.0701  -0.65
N: 0.5261 1.2014 -0.3763  -0.42
C: 1.1964 0.1968 -1.1767  -0.30
C: 0.7817 -1.2027 -0.6880  0.67
O: 1.0292 -1.5721 0.4418  -0.64
N: 0.1099 -1.9425 -1.5847  -0.59
C: -0.5040 -3.2227 -1.2578  -0.29
C: -0.1571 -4.2546 -2.2746  0.26
C: -0.8284 -4.6795 -3.3842  -0.30
C: -0.0037 -5.6540 -3.9971  -0.32
C: 1.1071 -5.7432 -3.2174  0.09
O: 1.0258 -4.9007 -2.1762  -0.40
C: 1.1837 1.5362 0.8829  -0.27
C: 2.4406 2.3249 0.6350  -0.06
C: 2.3534 3.6122 0.1176  -0.15
C: 3.4999 4.3384 -0.1468  -0.22
C: 4.7454 3.7848 0.1028  -0.21
C: 4.8398 2.5033 0.6168  -0.21
C: 3.6916 1.7744 0.8784  -0.21
C: -1.9950 -0.5152 1.2238  -0.18
C: -1.4536 -0.3107 2.4805  -0.27
H: -0.6695 -0.7746 5.1561  0.18
H: 0.4858 0.3643 4.4071  0.18
H: -0.1976 0.7124 6.0147  0.20
H: -3.3731 2.2953 3.4540  0.23
H: -4.3346 1.9107 1.1790  0.23
H: -3.0880 2.2733 -1.3458  0.41
H: -1.2699 0.1552 -2.0597  0.24
H: -1.0692 1.7872 -2.7654  0.23
H: 2.2718 0.3158 -1.0113  0.24
H: 0.9895 0.3417 -2.2368  0.21
H: -0.0939 -1.5878 -2.5055  0.40
H: -0.1240 -3.5089 -0.2739  0.25
H: -1.5910 -3.0896 -1.2271  0.24
H: -1.7910 -4.3448 -3.7120  0.23
H: -0.2128 -6.2074 -4.8891  0.23
H: 1.9897 -6.3468 -3.2929  0.20
H: 0.4671 2.1244 1.4614  0.26
H: 1.4029 0.6026 1.4078  0.23
H: 1.3787 4.0380 -0.0705  0.21
H: 3.4237 5.3391 -0.5456  0.21
H: 5.6408 4.3529 -0.1017  0.21
H: 5.8088 2.0686 0.8130  0.21
H: 3.7664 0.7737 1.2804  0.22
H: -1.6280 -1.3062 0.5920  0.24
H: -0.6458 -0.9460 2.8045  0.23

Forces on the atoms, in the same order (eV/Å):
0.18 -0.12 0.11
-0.27 0.16 -0.18
-0.08 -0.06 -0.19
0.05 -0.03 -0.02
-0.05 0.06 0.25
-0.22 -0.32 -0.69
-0.17 0.10 -0.20
0.07 0.34 0.26
0.22 0.12 0.21
-0.55 -0.66 0.22
0.19 0.03 0.03
-0.04 0.14 -0.15
-0.06 0.23 -0.12
0.27 -0.10 0.18
-0.11 -0.32 0.09
0.26 0.46 -0.51
0.07 -0.09 0.48
-0.25 -0.23 -0.26
0.22 -0.18 0.00
-0.82 0.12 -0.35
0.21 0.27 0.61
0.54 -0.15 0.18
-0.34 -0.35 -0.77
0.19 0.25 0.46
-0.02 0.18 0.25
0.03 -0.07 0.06
0.03 -0.02 0.01
-0.06 0.07 -0.04
0.11 -0.02 0.01
0.14 0.04 -0.02
-0.11 0.03 0.04
-0.06 -0.05 -0.14
0.13 0.08 0.28
0.01 0.04 -0.02
-0.03 -0.01 0.00
0.02 -0.07 -0.07
-0.06 0.10 0.06
-0.11 0.15 0.05
-0.09 0.14 0.11
0.26 0.15 -0.14
0.04 -0.12 0.09
-0.12 -0.06 -0.14
0.06 -0.01 0.02
0.11 0.12 0.10
-0.16 0.03 -0.08
0.16 -0.12 0.06
-0.24 0.11 -0.01
0.03 -0.16 -0.18
0.15 -0.04 0.09
0.11 -0.14 -0.03
-0.03 0.11 -0.02
-0.14 0.07 -0.03
-0.01 0.09 -0.03
0.07 0.05 -0.02
0.08 -0.03 0.01
-0.02 -0.12 0.04
0.12 -0.12 -0.03
0.09 -0.06 0.06



Entry 4:
A structure of composition C6H13NO at a distorted geometry, computed with wB97M-V/def2-TZVPD.

Each line ends with the natural charge from an NBO analysis.
Positions of all 21 atoms, in Å:
C: 0.0146 2.3533 0.2560  -0.65
C: -0.1662 0.9097 0.0060  -0.09
C: -1.4756 0.3921 0.4466  -0.21
C: 0.7849 0.0168 -0.3791  -0.09
C: 2.2919 0.3806 -0.3843  -0.59
C: 0.7206 -1.4736 -0.3573  -0.13
H: 0.0455 2.7913 -0.7460  0.24
H: 1.0842 2.6378 0.6853  0.23
H: -0.9095 2.3863 0.8479  0.22
H: -1.3844 -0.2949 1.6273  0.25
H: -2.0760 1.7187 0.8130  0.15
H: -2.2713 -1.4470 -0.4240  0.36
H: -3.2958 -0.0570 -0.5999  0.36
H: 2.5788 0.5457 1.2105  0.14
H: 3.3847 -0.5905 -0.8234  0.26
H: 2.2758 1.4554 -0.8113  0.22
H: 1.7659 -1.5686 -0.1706  0.18
H: 0.3397 -1.8588 -1.3759  0.21
H: 0.7559 -1.4636 1.3508  0.46
N: -2.3369 -0.4898 -0.8545  -0.83
O: 0.1305 -2.0374 0.8589  -0.70

Forces on the atoms, in the same order (eV/Å):
2.75 -0.25 -0.10
1.72 -2.68 -0.41
-3.04 0.21 1.66
1.05 0.68 0.74
1.29 1.03 1.96
-1.10 -0.48 -1.28
-0.72 0.71 0.29
-2.44 -0.59 -0.18
1.05 2.47 0.19
-0.55 2.08 -4.02
0.32 -4.65 -1.15
-0.58 1.09 -0.50
1.71 -1.50 -0.65
-0.39 -0.37 -4.24
-3.79 3.34 1.15
1.36 -1.77 0.69
0.67 -1.86 -0.86
0.51 -0.01 1.94
-1.10 -1.01 1.31
0.43 2.28 4.44
0.84 1.29 -0.98



Entry 5:
A structure of composition H20O10 at a distorted geometry, computed with wB97M-V/def2-TZVPD.

Each line ends with the natural charge from an NBO analysis.
Positions of all 30 atoms, in Å:
H: -0.1461 -0.4660 -0.4567  0.45
H: -0.6622 -1.3683 -1.5655  0.49
H: -1.4413 2.8374 -0.2435  0.47
H: -1.4890 1.4935 0.4646  0.44
H: -4.4817 -2.6217 0.3678  0.47
H: -4.8983 -2.1384 1.7472  0.47
H: 1.8779 1.8609 -1.1006  0.46
H: 2.1143 0.9583 0.0991  0.43
H: -4.3265 2.6620 -1.4217  0.45
H: -3.0390 2.2358 -2.1078  0.46
H: -0.3057 -0.9502 1.4083  0.48
H: 1.2011 -0.7515 1.4036  0.45
H: 4.5045 -0.5618 0.7810  0.49
H: 3.3067 -1.1975 1.4675  0.46
H: 1.2827 1.6958 1.7825  0.45
H: 0.3701 2.7072 2.4565  0.47
H: 1.2753 -0.0316 -2.0365  0.44
H: 2.1154 -1.2691 -2.3059  0.48
H: 1.9753 -2.2135 -0.7146  0.45
H: 0.6424 -2.5565 -0.0698  0.49
O: -0.5190 -1.3409 -0.6128  -0.92
O: -1.8961 1.9877 -0.2557  -0.91
O: -5.2550 -2.5088 0.9320  -0.94
O: 2.5817 1.4676 -0.5725  -0.90
O: -3.4770 2.2406 -1.2492  -0.91
O: 0.4449 -0.8152 1.9978  -0.93
O: 3.8484 -1.2596 0.6727  -0.94
O: 1.2791 2.3867 2.4545  -0.92
O: 2.0929 -0.3178 -2.4590  -0.92
O: 1.0243 -2.1649 -0.8634  -0.97

Forces on the atoms, in the same order (eV/Å):
-0.31 -0.08 -0.25
-0.26 -0.02 0.26
-0.02 0.11 0.09
0.40 -0.12 0.30
-0.10 0.02 0.00
-0.09 -0.02 -0.06
0.20 0.13 -0.04
0.27 -0.06 -0.17
-0.43 0.02 -0.40
-0.11 -0.09 0.02
-0.14 -0.22 0.08
-0.03 -0.21 -0.02
-0.01 0.02 -0.17
0.26 -0.16 0.14
-0.05 0.12 0.26
0.08 -0.02 0.11
0.31 -0.23 -0.16
-0.11 0.25 -0.25
1.02 -0.78 0.01
0.49 -0.23 -0.44
-9.49 5.23 0.96
4.70 -1.01 2.79
0.19 0.02 0.06
-0.26 0.40 0.53
-4.45 1.08 -2.78
0.14 0.31 -0.05
-0.34 0.05 0.17
-0.11 0.05 -0.16
-0.12 -0.12 -0.62
8.36 -4.42 -0.21



Entry 6:
A cluster of 3 separate species, C2H11N2O2 in total at a distorted geometry, computed with wB97M-V/def2-TZVPD.

Output
Total charge ... +1

Each line ends with the natural charge from an NBO analysis.
Positions of all 17 atoms, in Å:
C: -0.2848 -0.0158 -0.4038  0.09
C: -0.4319 -1.1141 0.3669  -0.27
N: -1.7368 -1.8576 0.4584  -0.67
N: 0.7522 0.8448 -0.3391  -0.77
H: -1.1575 0.2551 -1.0060  0.20
H: 0.0757 -1.1503 1.3206  0.23
H: -2.1593 -1.9781 1.3805  0.45
H: -2.3381 -1.2666 -0.1288  0.43
H: -1.6822 -2.7543 -0.0297  0.44
H: 1.6461 0.4079 -0.2653  0.42
H: 0.4882 1.7323 -0.7338  0.44
H: 2.9247 -0.9453 3.1343  0.49
H: 2.4677 -1.2113 1.6503  0.46
O: 2.5895 -0.5428 2.3361  -0.95
H: -1.8303 2.8321 -2.5249  0.49
H: -0.3612 2.8747 -2.9751  0.49
O: -0.9540 2.4202 -2.3888  -0.97

Forces on the atoms, in the same order (eV/Å):
-1.58 -0.55 0.80
0.38 0.11 1.77
0.42 0.96 -2.13
-1.62 -0.94 -0.43
0.38 0.34 -0.31
0.52 -0.45 -0.25
0.32 0.19 0.03
-0.58 -0.41 0.33
-0.05 -0.14 0.34
0.70 0.81 0.20
1.06 0.22 -0.39
0.17 -0.44 0.09
0.37 -0.17 0.57
-0.55 0.50 -0.71
0.74 -0.23 0.07
0.36 0.38 -0.52
-1.04 -0.17 0.53



Summary of DFT total energy in Ha
-1383.38556 -307.64298 -1905.34577 -366.02258 -764.15410 -342.50520
(order as listed above)
Summary of HOMO energy in eV
-7.96 -9.86 -8.84 -8.57 -9.46 -12.90
(order as listed above)
Summary of ΔE to the lowest compared entry with this formula, charge and spin in kcal per mole
587.9 43.6 28.3 258.1 205.7 52.2
(order as listed above)